{"formula": "C2H3N3O2", "method": "ωB97M-V/def2-TZVPD", "gap_ha": 0.3914, "smiles": "O=C1NN=CON1", "symbols": ["O", "C", "N", "N", "C", "O", "N", "H", "H", "H"], "xyz": [[-2.40609, 0.00788, 0.02926], [-1.15940, 0.04123, 0.02444], [-0.32531, 1.13635, 0.38051], [0.96823, 1.16689, -0.12602], [1.48609, -0.02421, -0.04782], [0.82157, -1.18600, 0.37852], [-0.39255, -1.16667, -0.31134], [-0.57458, 2.10759, -0.28249], [2.52163, -0.17868, -0.29888], [-0.93958, -1.90438, 0.25381]], "atomic_forces_ev_per_a": [[4.0, 0.5, -0.1], [-2.5, -0.9, 0.1], [-2.5, 4.8, -3.9], [2.3, -4.7, 0.7], [0.3, 1.1, 0.1], [2.0, 2.2, -0.3], [-3.6, -0.6, 1.8], [-0.9, -3.4, 3.2], [0.1, -0.1, 0.0], [0.8, 1.1, -1.7]], "lowdin_charge": [0.06, -0.45, 0.02, 0.02, -0.16, -0.08, 0.06, 0.24, 0.12, 0.18]}

=====

{"formula": "C2H3N3O2", "method": "ωB97M-V/def2-TZVPD", "gap_ha": 0.2224, "symbols": ["C", "C", "H", "H", "H", "N", "N", "N", "O", "O"], "xyz": [[-0.34010, -0.63147, -0.12837], [-0.00537, 0.57901, 0.07561], [-1.87902, -1.97024, 1.35044], [2.28174, 1.15721, 0.00093], [-1.68467, 1.44463, -0.23780], [0.79415, -1.36515, -0.24395], [1.86587, -0.59285, -0.21433], [1.39571, 0.65040, -0.05810], [-1.73591, -0.89956, -0.33648], [-0.69241, 1.62801, -0.20795]], "atomic_forces_ev_per_a": [[-3.6, -5.1, -1.0], [4.2, 5.6, -1.0], [-0.2, 1.6, -2.8], [-1.6, 1.7, 0.4], [1.9, -0.1, 0.1], [1.4, -1.8, -0.5], [-3.5, -1.9, 0.3], [0.8, -1.0, 0.3], [3.9, -2.1, 3.7], [-3.3, 3.1, 0.5]], "lowdin_charge": [-0.45, -0.38, 0.32, 0.16, 0.17, 0.06, 0.00, 0.08, -0.08, 0.12]}

=====

{"formula": "C2H3N3O2S", "method": "ωB97M-V/def2-TZVPD", "gap_ha": 0.3412, "smiles": "[H]/N=c1\\[nH]o/c(=N/S)o1", "symbols": ["H", "N", "C", "N", "O", "C", "N", "S", "O", "H", "H"], "xyz": [[-3.48938, -1.16168, -0.00313], [-2.52920, -1.46031, 0.04185], [-1.72034, -0.48873, -0.00847], [-1.94614, 0.89848, -0.13384], [-0.68297, 1.53017, 0.01639], [0.25417, 0.54226, 0.00947], [1.47527, 0.77254, 0.00762], [2.64369, -0.45026, 0.00933], [-0.36205, -0.67496, -0.03074], [-2.52720, 1.26198, 0.61453], [1.87526, -1.53401, -0.06135]], "atomic_forces_ev_per_a": [[-0.3, 0.2, 0.0], [1.3, 0.8, 0.0], [-0.7, -0.9, -0.1], [0.0, -0.2, 0.1], [0.1, 0.1, 0.0], [0.2, -0.1, -0.2], [-0.1, 0.0, 0.1], [0.2, 0.4, 0.0], [-0.4, 0.0, 0.1], [0.0, 0.0, 0.0], [-0.2, -0.3, 0.0]], "lowdin_charge": [0.06, 0.18, -0.45, 0.12, 0.05, -0.54, -0.29, 0.76, 0.11, 0.15, -0.15]}

=====

{"formula": "C2H3N3O2S", "method": "ωB97M-V/def2-TZVPD", "gap_ha": 0.3413, "smiles": "[H]/N=C1\\NOC(=O)SN1", "symbols": ["H", "N", "C", "N", "O", "C", "O", "S", "N", "H", "H"], "xyz": [[2.74346, 0.57630, 0.45107], [2.13633, -0.20118, 0.17338], [0.97258, -0.20681, -0.00348], [0.27110, 0.87272, -0.67595], [-0.96393, 1.27898, -0.12417], [-1.96559, 0.18932, -0.09994], [-3.13509, 0.29959, 0.47165], [-1.37758, -1.26749, -0.53359], [0.15219, -1.26973, 0.20409], [0.80203, 1.76286, -0.79447], [0.36451, -2.03456, 0.93142]], "atomic_forces_ev_per_a": [[-0.9, -0.3, -0.9], [7.9, -0.5, 2.6], [-5.5, 2.1, -1.8], [0.2, 0.1, -0.1], [-2.9, -1.9, 0.7], [-4.3, 4.7, 5.0], [5.9, 0.6, -3.6], [1.1, -3.9, -1.4], [-0.6, -1.7, 1.0], [-0.5, -1.3, 0.3], [-0.4, 2.1, -1.7]], "lowdin_charge": [0.09, 0.16, -0.64, 0.02, -0.07, -0.68, -0.03, 1.08, -0.24, 0.16, 0.16]}

=====

{"formula": "C2H3N3O2S", "method": "ωB97M-V/def2-TZVPD", "gap_ha": 0.3372, "smiles": "O/N=c1\\nc(S)[nH]o1", "symbols": ["O", "N", "C", "N", "C", "S", "N", "O", "H", "H", "H"], "xyz": [[-0.31977, 2.01421, 1.71007], [-0.23614, 0.58400, 1.99956], [-0.36210, -0.06258, 0.92667], [-0.43290, 0.38962, -0.41297], [0.03228, -0.54538, -1.15073], [0.09560, -0.50748, -2.82585], [0.48975, -1.65790, -0.36802], [0.06297, -1.32877, 0.90123], [-0.42055, 2.22814, 2.54996], [-0.38598, 0.76757, -2.79177], [1.47686, -1.88143, -0.53815]], "atomic_forces_ev_per_a": [[0.2, -3.4, -5.1], [-0.4, 1.4, -0.1], [2.1, 1.4, -2.4], [-1.1, 0.6, 0.3], [0.4, -0.6, 3.1], [0.0, 0.5, -1.5], [-1.3, 0.5, -2.8], [0.7, -2.5, 1.7], [-0.8, 2.5, 6.0], [0.2, -0.5, -0.3], [-0.2, 0.2, 1.1]], "lowdin_charge": [-0.01, 0.10, -0.43, 0.13, -0.80, 0.89, 0.03, 0.01, -0.01, -0.07, 0.15]}

=====

{"formula": "C2H3N3O3", "method": "ωB97M-V/def2-TZVPD", "gap_ha": 0.2696, "symbols": ["C", "C", "H", "H", "H", "N", "N", "N", "O", "O", "O"], "xyz": [[-0.16221, 0.07364, 1.22236], [-0.37722, -0.38701, -0.06083], [0.03487, -1.66581, 2.97895], [1.60903, 0.72061, -2.27589], [-1.18057, -1.03865, -1.61730], [0.48074, 1.29735, 1.03405], [0.57268, 1.69518, -0.27029], [0.19659, 0.51866, -0.82958], [-0.50812, -0.06134, 2.62364], [0.63733, 0.19096, -2.26480], [-1.30312, -1.34358, -0.54030]], "atomic_forces_ev_per_a": [[0.9, 3.3, 2.4], [-2.5, -2.4, 1.4], [-1.5, 4.3, -0.9], [-3.8, -2.1, 0.2], [-1.1, -2.0, 4.0], [-0.9, 1.3, -0.7], [0.6, -4.3, 2.9], [1.1, 1.3, -5.0], [1.9, -5.2, -2.9], [2.1, 2.8, 2.9], [3.0, 2.9, -4.3]], "lowdin_charge": [-0.34, -0.30, 0.35, 0.20, 0.21, 0.06, 0.07, -0.15, -0.11, -0.03, 0.03]}

=====

{"formula": "C2H3N3O3", "method": "ωB97M-V/def2-TZVPD", "gap_ha": 0.3371, "symbols": ["C", "C", "H", "H", "H", "N", "N", "N", "O", "O", "O"], "xyz": [[-0.54553, 0.39417, -0.29019], [-1.69640, 0.21563, 0.76427], [1.89920, 1.66502, -1.72035], [-2.22596, 1.00941, 1.42339], [1.98521, -1.31524, 0.40931], [0.01340, 1.38426, -0.89565], [-1.66621, -0.99131, 1.15764], [0.31230, -0.67745, -0.15532], [1.14629, 0.61979, -1.78890], [-0.68656, -1.76595, 0.47576], [1.46427, -0.53832, 0.62003]], "atomic_forces_ev_per_a": [[1.9, 1.8, 2.5], [1.4, 1.2, 0.1], [-3.3, -5.0, -0.7], [0.7, -1.5, -1.8], [0.1, -0.3, -0.5], [-0.1, -2.0, -2.1], [0.3, -1.0, -0.4], [-1.8, -5.3, -0.1], [1.9, 7.8, 2.0], [0.7, 3.3, 0.5], [-1.9, 0.8, 0.4]], "lowdin_charge": [-0.32, -0.05, 0.26, 0.15, 0.12, 0.12, 0.04, -0.10, -0.21, -0.07, 0.05]}

=====

{"formula": "C2H3N3O3", "method": "ωB97M-V/def2-TZVPD", "gap_ha": 0.2822, "smiles": "O/N=c1\\nc(O)[nH]o1", "symbols": ["O", "N", "C", "N", "C", "O", "N", "O", "H", "H", "H"], "xyz": [[1.60584, -0.91397, -2.21230], [0.54372, -1.58469, -1.66638], [0.15807, -0.83246, -0.66327], [0.60765, 0.49222, -0.31344], [-0.24333, 0.80002, 0.54289], [-0.04080, 1.95044, 1.24878], [-1.27028, -0.05751, 0.63095], [-0.85371, -1.32084, 0.11904], [1.86585, -0.09533, -1.52824], [-0.49474, 1.94230, 2.31185], [-1.87828, -0.38018, 1.53013]], "atomic_forces_ev_per_a": [[2.4, 2.6, 0.8], [-0.5, 2.7, 3.2], [0.9, -2.3, -3.4], [1.0, -3.0, -1.6], [0.6, 2.5, 2.6], [-2.9, -0.7, 4.2], [-4.9, -2.6, 4.5], [0.3, 2.0, 0.0], [-0.9, -2.8, -2.7], [1.8, -0.2, -5.0], [2.2, 1.9, -2.5]], "lowdin_charge": [-0.15, 0.04, -0.39, 0.20, -0.52, 0.05, 0.09, 0.04, 0.15, 0.26, 0.23]}

=====

{"formula": "C2H3N3O3", "method": "ωB97M-V/def2-TZVPD", "gap_ha": 0.3637, "symbols": ["C", "C", "H", "H", "H", "N", "N", "N", "O", "O", "O"], "xyz": [[-0.59580, 1.23014, -0.00985], [-0.25043, -0.95006, -0.10463], [2.32496, -0.46701, 1.44237], [2.83979, -1.25978, -0.46334], [-0.24815, -2.98131, 0.31773], [1.98098, -0.90305, 0.52244], [0.95950, -0.50497, -0.27497], [-0.85094, -2.04292, 0.03390], [0.67815, 1.08493, -0.33595], [-1.25222, 2.24979, 0.35758], [-1.23418, 0.06330, -0.34406]], "atomic_forces_ev_per_a": [[-4.4, 3.4, -0.2], [-7.2, -1.9, -0.3], [-1.1, -0.4, -2.2], [-2.6, 1.8, 5.0], [-1.5, 3.5, -1.2], [3.6, -1.6, -4.5], [3.3, 3.5, 0.9], [2.7, -4.0, 1.7], [1.7, -0.5, 1.0], [3.6, -4.1, -1.4], [1.9, 0.4, 1.1]], "lowdin_charge": [-0.52, -0.51, 0.14, 0.27, 0.14, 0.04, -0.07, 0.17, 0.12, 0.09, 0.12]}

=====

{"formula": "C2H3N3O3", "method": "ωB97M-V/def2-TZVPD", "gap_ha": 0.3158, "symbols": ["C", "C", "H", "H", "H", "N", "N", "N", "O", "O", "O"], "xyz": [[-1.17903, -0.11909, 0.27644], [0.09883, 0.70436, 0.12686], [-2.98252, -0.48936, -0.02127], [2.29967, 1.37034, -0.35575], [-0.82425, 1.95368, -0.71448], [-0.86146, -1.35455, -0.34616], [1.14309, -0.22602, 0.49744], [0.28707, 1.89445, -0.28748], [-2.41951, 0.37128, 0.15318], [0.51545, -1.35279, -0.22291], [2.40498, -0.08641, 0.02288]], "atomic_forces_ev_per_a": [[2.0, -3.9, -4.6], [0.6, 0.1, 1.5], [1.2, 2.5, 0.4], [-0.1, -4.3, 0.6], [3.8, 1.3, 1.2], [0.5, 5.7, 4.3], [-2.3, 0.0, -0.3], [-4.0, -1.3, -1.2], [-1.2, -2.3, 0.1], [1.2, -3.0, -1.1], [-1.5, 5.2, -1.0]], "lowdin_charge": [-0.28, -0.38, 0.19, 0.33, 0.18, 0.15, -0.15, 0.14, 0.04, -0.13, -0.08]}

=====

What did the fourth record say?
{"formula": "C2H3N3O2S", "method": "ωB97M-V/def2-TZVPD", "gap_ha": 0.3413, "smiles": "[H]/N=C1\\NOC(=O)SN1", "symbols": ["H", "N", "C", "N", "O", "C", "O", "S", "N", "H", "H"], "xyz": [[2.74346, 0.57630, 0.45107], [2.13633, -0.20118, 0.17338], [0.97258, -0.20681, -0.00348], [0.27110, 0.87272, -0.67595], [-0.96393, 1.27898, -0.12417], [-1.96559, 0.18932, -0.09994], [-3.13509, 0.29959, 0.47165], [-1.37758, -1.26749, -0.53359], [0.15219, -1.26973, 0.20409], [0.80203, 1.76286, -0.79447], [0.36451, -2.03456, 0.93142]], "atomic_forces_ev_per_a": [[-0.9, -0.3, -0.9], [7.9, -0.5, 2.6], [-5.5, 2.1, -1.8], [0.2, 0.1, -0.1], [-2.9, -1.9, 0.7], [-4.3, 4.7, 5.0], [5.9, 0.6, -3.6], [1.1, -3.9, -1.4], [-0.6, -1.7, 1.0], [-0.5, -1.3, 0.3], [-0.4, 2.1, -1.7]], "lowdin_charge": [0.09, 0.16, -0.64, 0.02, -0.07, -0.68, -0.03, 1.08, -0.24, 0.16, 0.16]}